one:
Below is an isolated molecule of CH4O2S, with properties calculated with wB97M-V/def2-TZVPD.

Calculated values
**SMILES**: OCOS
**Frontier orbital gap**: 9.165 eV
**HOMO energy**: -0.37402 hartree

Last column: Mulliken charge in e.
Geometry (Å):
H1 -1.6555 0.7742 0.2541  0.2080
H2 -0.6208 0.1807 -1.1367  0.1853
O1 0.3955 0.6566 0.6397  -0.4272
H3 -0.3157 -1.4512 1.1091  0.3172
S1 2.0893 0.0921 -0.1225  0.0065
H4 1.6130 0.9352 -1.0020  0.1738
C1 -0.6690 0.1053 0.0298  0.0148
O2 -0.8368 -1.2928 0.2286  -0.4782

two:
Below is an isolated molecule of CH4O2S, with properties calculated with wB97M-V/def2-TZVPD.

Calculated values
**SMILES**: C[SH](=O)=O
**Frontier orbital gap**: 10.871 eV
**HOMO energy**: -0.39280 hartree

Last column: Mulliken charge in e.
Geometry (Å):
H1 -1.3868 -0.8754 0.1571  0.3238
S1 0.8113 -0.1741 -0.2124  0.7276
O1 1.6314 1.2452 0.0719  -0.5617
H2 -1.2792 0.9353 -0.1378  0.3598
C1 -0.8669 0.0918 0.3430  -0.8335
H3 -0.6852 0.4293 1.3028  0.3190
O2 1.4076 -1.4333 0.1636  -0.5047
H4 0.3679 -0.2187 -1.6883  0.1697

three:
Below is an isolated molecule of CH4O2S, with properties calculated with wB97M-V/def2-TZVPD.

Calculated values
**Frontier orbital gap**: 10.178 eV
**HOMO energy**: -0.35744 hartree

Last column: Mulliken charge in e.
Geometry (Å):
H1 1.1679 0.8182 -0.8877  0.2930
H2 -2.6656 -0.4530 0.6189  0.3357
O1 -1.7587 -0.1667 0.8138  -0.5530
C1 0.6620 0.0072 -0.4609  -0.7344
S1 -1.1411 0.2839 -0.8715  0.6224
O2 -1.1510 1.6771 -1.3861  -0.5176
H3 1.0429 -0.8891 -0.8771  0.3109
H4 0.7791 -0.2451 0.7176  0.2430

Quick one: least stable of them? two

one:
Below is an isolated molecule of C25H24N2O8, with properties calculated with wB97M-V/def2-TZVPD.

Calculated values
**SMILES**: COc1ccc(/C(O)=C2\C(=O)C(=O)N(c3cc(C)on3)[C@@H]2c2ccc(OC)c(OC)c2)cc1OC
**Frontier orbital gap**: 7.565 eV
**HOMO energy**: -0.29580 hartree

Last column: Mulliken charge in e.
Geometry (Å):
H1 1.8341 -2.8338 -4.0870  0.2315
C1 1.6692 -2.2083 -3.2114  -0.8696
N1 3.4663 1.8223 1.3268  -0.2945
H2 -4.2120 2.7182 -0.9449  0.3668
H3 2.0194 -1.1926 -3.4215  0.3401
H4 -7.8622 0.6281 0.3467  0.2445
H5 1.0958 -0.5724 -1.3686  0.4793
O1 -0.8534 -1.2887 1.9441  -0.6154
C2 2.4867 -1.1918 1.6370  0.3313
H6 -5.1434 -2.8598 0.5145  0.4232
H7 3.7818 -2.8170 2.0970  0.4133
H8 5.4215 -4.0457 0.9557  0.3716
C3 0.5586 2.2430 -0.7893  0.3424
C4 -0.7450 1.4799 -0.5550  0.8924
O2 2.4085 -2.8083 -2.1747  -0.4921
C5 1.6873 -1.0828 -0.6240  0.0069
C6 -1.3250 -0.3589 1.0975  1.0130
N2 1.4466 1.7990 0.1495  0.1532
H9 4.0180 -5.0517 1.4167  0.3650
H10 3.0579 3.7706 -1.2767  0.4965
C7 -7.7061 -0.1282 -0.4243  -0.7044
O3 -5.6793 1.5844 -0.0089  -0.4920
H11 2.5509 -0.7800 2.6323  0.5116
H12 6.6999 3.5106 -0.2071  0.3166
O4 3.8144 -3.9929 -0.3576  -0.4485
C8 3.1597 -2.8750 0.0480  0.9783
H13 0.5990 -2.1823 -2.9814  0.3534
C9 2.3893 -2.2274 -0.9493  0.4304
H14 5.0379 -5.5207 0.0343  0.2384
C10 -4.8959 0.4995 0.2723  1.1372
H15 1.0781 0.9728 2.0245  0.5428
C11 2.7237 2.2663 0.3374  0.5473
O5 4.6522 2.4780 1.2471  -0.2909
H16 -2.7284 -2.6311 1.0135  0.4605
O6 -1.7355 1.6301 -1.2438  -0.6920
C12 0.9519 0.7051 0.9667  -1.0990
C13 -2.7485 -0.4944 0.8228  -0.1703
C14 3.4214 3.2425 -0.4230  -0.3657
C15 4.6121 -4.6779 0.5762  -0.9484
O7 -6.7682 -1.1023 -0.0188  -0.4678
O8 0.7642 3.0949 -1.6206  -0.6606
H17 -3.1128 1.5963 0.6609  0.6041
H18 0.1162 -1.2611 1.9968  0.5374
C16 4.6290 3.3274 0.2045  0.2019
C17 -3.5526 0.6188 0.5848  -0.6939
C18 -4.6728 -1.8897 0.5362  -0.6642
C19 -0.5039 0.5958 0.5624  -0.2925
C20 5.8320 4.1515 -0.0615  -1.2309
C21 -5.4790 -0.7868 0.2467  0.5132
H19 -4.6775 3.2645 0.6926  0.3105
H20 -7.4029 0.3595 -1.3526  0.2834
H21 6.0348 4.8026 0.7875  0.3108
H22 -5.8087 3.4680 -0.6651  0.2793
C22 1.7317 -0.5599 0.6685  -1.5163
C23 -5.0415 2.8220 -0.2402  -0.8772
H23 5.6735 4.7555 -0.9493  0.3206
C24 -3.3330 -1.7605 0.8174  -1.0949
H24 -8.6317 -0.6799 -0.5885  0.2878
C25 3.1954 -2.3455 1.3257  -0.6555

two:
Below is an isolated molecule of C25H24N2O8, with properties calculated with wB97M-V/def2-TZVPD.

Calculated values
**SMILES**: COc1ccc(OCC(=O)Nc2cc(NC(=O)COc3ccc(OC)cc3)cc(C(=O)O)c2)cc1
**Frontier orbital gap**: 8.613 eV
**HOMO energy**: -0.30096 hartree

Last column: Mulliken charge in e.
Geometry (Å):
O1 6.0384 2.7732 -2.9162  -0.4284
H1 -9.8708 0.1214 -2.4597  0.3338
H2 4.9685 1.2947 3.0631  0.4164
N1 3.0445 -0.8557 1.5383  0.0388
C1 0.6681 -0.5192 1.1180  -0.1409
C2 1.8311 -2.4515 0.2505  -1.1820
C3 -8.1984 1.0003 -0.5195  0.7152
C4 4.7718 0.2544 2.7791  -0.6440
C5 6.6569 0.2328 -0.3223  -1.0213
C6 -10.2677 0.2859 -1.4525  -0.8292
C7 3.2737 0.1019 2.4745  0.4777
C8 -0.5107 -0.9675 0.5278  0.5595
C9 -6.1737 -0.2874 -0.6251  -0.8115
H3 3.8643 -1.3603 1.2205  0.1940
H4 -1.4292 -2.5383 -0.6332  0.5148
H5 6.8691 3.1860 -4.6853  0.2381
C10 -7.5174 -0.1467 -0.9147  -0.3521
C11 7.0054 2.4580 -3.8872  -0.8458
C12 -5.4818 0.7044 0.0608  0.3296
H6 6.8590 1.4501 -4.2896  0.3385
H7 4.0809 1.9817 1.0123  0.4341
C13 0.5889 -4.1658 -1.0858  0.5286
H8 -11.2750 0.6928 -1.5258  0.2371
H9 -3.4102 2.3946 0.3840  0.3813
H10 -10.3019 -0.6674 -0.9149  0.3319
H11 1.6681 -5.6120 -1.6839  0.3534
C14 -0.5234 -2.1658 -0.1792  -0.8900
O2 -1.0732 1.7788 1.4468  -0.6609
C15 -6.1596 1.8499 0.4604  -0.3107
N2 -1.7061 -0.2584 0.6172  -0.0623
H12 -2.5242 -0.7250 0.2423  0.0971
O3 -4.1496 0.4554 0.2905  -0.1881
O4 5.6172 -0.1772 1.7407  -0.5635
H13 -3.7404 1.6274 1.9551  0.3656
C16 -1.9123 1.0157 1.0329  0.1744
H14 7.2962 -0.6065 -0.0977  0.4063
H15 0.6758 0.4014 1.6773  0.8203
H16 -8.0372 2.8755 0.4749  0.3922
H17 2.7363 -3.0257 0.1301  0.5078
C17 5.0063 2.3730 -0.8566  -0.8686
C18 -3.3810 1.4439 0.9326  -0.2679
O5 -0.4087 -4.6148 -1.5934  -0.5935
H18 -8.0180 -0.9381 -1.4490  0.3624
H19 8.0212 2.5462 -3.4880  0.3352
C19 0.6468 -2.9022 -0.3192  -0.3130
O6 2.4370 0.7560 3.0481  -0.6250
H20 4.3663 3.2108 -1.0815  0.4190
H21 -5.6425 -1.1749 -0.9315  0.4020
C20 6.8073 0.9297 -1.5066  -0.1274
H22 5.0105 -0.3856 3.6352  0.3552
C21 5.9810 2.0134 -1.7853  0.7485
C22 5.6862 0.5977 0.6025  0.3637
C23 4.8538 1.6760 0.3252  -0.1062
C24 1.8348 -1.2652 0.9784  0.4907
H23 7.5729 0.6173 -2.1985  0.3884
C25 -7.5024 1.9903 0.1702  -0.7300
H24 -5.6578 2.6388 0.9971  0.4128
O7 -9.5189 1.2487 -0.7522  -0.4507
O8 1.7725 -4.7938 -1.1736  -0.4512

Quick one: least stable of them? one

one:
Below is a structure of composition Cl2HNS, with properties calculated with wB97M-V/def2-TZVPD.

Calculated values
**Frontier orbital gap (spin up / spin down)**: 7.975 / 8.304 eV
**HOMO energy (spin up / spin down)**: -0.35600 / -0.34559 hartree

Last column: Mulliken charge in e.
Geometry (Å):
H1 -2.0392 0.6035 -0.7368  0.0462
Cl1 1.0267 -1.7638 -0.1533  0.0048
N1 0.6337 -0.1222 0.4167  -0.0499
Cl2 1.1449 0.9845 -0.6784  0.0437
S1 -0.7661 0.2981 1.1518  -0.0449

two:
Below is a cluster of 2 separate species, Cl2HNS in total, with properties calculated with wB97M-V/def2-TZVPD.

Calculated values
**Frontier orbital gap (spin up / spin down)**: 7.399 / 8.097 eV
**HOMO energy (spin up / spin down)**: -0.34893 / -0.36346 hartree

Last column: Mulliken charge in e.
Geometry (Å):
S1 -1.4422 1.0922 -0.2662  -0.1294
Cl1 1.6859 0.7851 0.4796  0.0841
Cl2 0.8376 -1.8059 -0.1006  0.0285
N1 0.8752 -0.1811 -0.6207  -0.1310
H1 -1.9565 0.1097 0.5078  0.1477

Quick one: least stable of them? one

one:
Below is a cluster of 3 separate species, C4H12NO2 in total, with properties calculated with wB97M-V/def2-TZVPD.

Calculated values
**Frontier orbital gap (spin up / spin down)**: 5.165 / 2.701 eV
**HOMO energy (spin up / spin down)**: -0.59360 / -0.59349 hartree
**Charge**: +2
**Spin multiplicity**: 2

Last column: Löwdin spin population.
Geometry (Å):
H1 -0.4633 2.1459 -2.8495  0.0182
H2 -1.3424 -0.5649 0.8927  0.0025
H3 -0.5158 -0.9738 2.4349  0.0034
C1 0.5179 1.4729 0.3263  0.4276
H4 1.5831 -4.2989 4.1976  0.0000
H5 0.3735 3.2413 -1.7157  0.0055
H6 -0.8803 0.1105 -4.1571  0.0000
H7 1.1277 0.6150 2.0906  -0.0002
C2 -0.4982 -0.3597 1.5348  0.1202
H8 1.1477 1.8383 -2.6187  0.0474
O1 -1.2816 -0.0599 -3.3095  0.0000
H9 -0.5631 0.3855 -1.2316  0.0032
C3 0.2686 2.2015 -2.0313  0.0897
C4 0.0185 1.2767 -0.9739  0.2190
O2 0.6708 -4.1389 4.4444  0.0003
H10 0.2027 -4.9705 4.5238  0.0000
N1 0.4407 0.5033 1.3400  0.0520
H11 -1.9068 -0.7715 -3.4958  0.0000
H12 1.1003 2.3474 0.5981  0.0111

two:
Below is a cluster of 2 separate species, C4H12NO2 in total, with properties calculated with wB97M-V/def2-TZVPD.

Calculated values
**Frontier orbital gap (spin up / spin down)**: 9.576 / 5.919 eV
**HOMO energy (spin up / spin down)**: -0.73312 / -0.73260 hartree
**Charge**: +2
**Spin multiplicity**: 2

Last column: Löwdin spin population.
Geometry (Å):
H1 0.6767 -2.5157 -1.0456  0.0007
H2 0.6197 1.9400 1.8070  0.0000
C1 -1.3256 1.6164 -0.9011  0.1355
H3 -0.8305 -2.1829 -1.7482  0.0003
H4 0.6305 1.3839 -0.2024  -0.0015
H5 0.6613 -1.1659 -2.1943  0.0005
H6 0.4434 0.8058 -1.7801  0.0070
H7 0.8798 -0.2203 1.5463  0.0001
O1 -1.8196 2.0595 0.0801  0.6433
C2 -0.0380 0.7493 -0.8050  0.1205
N1 0.6713 -1.0471 0.9478  0.0045
H8 0.1099 -1.6804 1.5222  0.0001
H9 0.1479 1.8398 3.1788  -0.0001
H10 -1.7064 1.8030 -1.9315  0.0706
O2 0.8041 1.4157 2.5937  0.0033
H11 -1.2341 -0.8477 0.1089  0.0022
C3 -0.2290 -0.6890 -0.2809  0.0082
C4 0.0895 -1.6848 -1.4502  0.0047
H12 1.4491 -1.5796 0.5544  0.0002

Quick one: least stable of them? one

one:
Below is a cluster of 3 separate species, C5H16NO in total, with properties calculated with wB97M-V/def2-TZVPD.

Calculated values
**Frontier orbital gap**: 5.425 eV
**HOMO energy**: -0.46895 hartree
**Charge**: +1

Last column: Mulliken charge in e.
Geometry (Å):
H1 0.1981 -2.8176 -0.2415  0.3932
H2 -0.9835 -0.6116 1.4614  0.2124
H3 -1.5243 1.1700 1.5181  0.3936
N1 3.2839 0.7023 0.8674  -0.6945
H4 0.6236 -0.2785 -1.5381  0.2787
H5 1.2063 -1.7272 0.6097  0.3870
C1 -1.1491 -0.3926 -0.6025  -0.2658
H6 -1.6837 2.8464 0.7330  0.3476
H7 -0.1250 1.3764 -0.4920  0.3731
H8 2.6725 1.3063 1.5509  0.2219
H9 -0.0240 -2.7676 1.4850  0.3683
H10 1.0731 -0.2325 -3.0589  0.3372
C2 -1.0141 -1.2044 0.6053  -0.1999
C3 0.2201 -2.1683 0.6092  -1.2356
H11 -1.9129 -1.8941 0.6599  0.3514
H12 -1.7160 -0.9118 -1.4180  0.4431
H13 4.0667 1.2982 0.4631  0.2579
C4 -1.8489 1.6981 0.6653  -1.1021
H14 2.8899 0.4377 -0.0458  0.2380
H15 -1.5070 1.5019 -1.5500  0.4055
C5 -1.1460 1.1404 -0.5910  -0.2492
H16 -2.9157 1.4901 0.4032  0.3295
O1 1.3161 0.0385 -2.0937  -0.5912

two:
Below is a cluster of 3 separate species, C5H16NO in total, with properties calculated with wB97M-V/def2-TZVPD.

Calculated values
**Frontier orbital gap**: 4.102 eV
**HOMO energy**: -0.51991 hartree
**Charge**: +1

Last column: Mulliken charge in e.
Geometry (Å):
H1 0.6035 -0.4351 -1.3100  0.4187
N1 -0.0113 2.3940 -2.1668  -0.4976
H2 -0.4281 2.3379 -3.0807  0.2787
H3 0.8215 -2.4378 0.7649  0.4191
C1 1.0982 -0.5814 -0.3481  -0.4291
C2 0.1882 -1.5137 0.6040  0.4427
H4 -0.9788 0.0522 1.5631  0.0172
H5 0.3347 3.3872 -2.0509  0.2943
H6 -2.0496 1.4621 0.7991  0.2945
H7 -0.6345 -2.2362 -1.2747  0.3995
H8 -1.5229 -2.8500 0.0998  0.4374
H9 2.0929 -1.0997 -0.4345  0.3041
O1 -1.3419 1.1272 0.2392  -0.4490
H10 2.1688 1.2054 -0.2455  0.4168
C3 -1.0454 -1.9498 -0.2700  -1.3405
C4 -0.3352 -0.8777 1.8569  -0.6355
H11 1.9677 0.4995 1.1720  0.5483
H12 -1.8176 -1.1318 -0.3526  0.2801
H13 0.6021 1.5520 0.5675  0.2491
H14 -0.6304 2.2569 -1.3864  0.1482
H15 0.4921 -0.4340 2.5044  0.3883
H16 -1.0108 -1.5121 2.4461  0.4331
C5 1.4369 0.7849 0.3033  -1.4185

Quick one: least stable of them? two

one:
Below is a cluster of 2 separate species, C3H4P2 in total, with properties calculated with wB97M-V/def2-TZVPD.

Calculated values
**SMILES**: C1=P#[PH]1.C#C
**Frontier orbital gap**: 8.627 eV
**HOMO energy**: -0.32018 hartree

Last column: Mulliken charge in e.
Geometry (Å):
P1 1.7537 1.7353 1.5488  -0.1343
C1 -0.6527 -2.8168 -0.4715  -0.4014
H1 -2.0875 -1.2246 -1.2900  0.3562
H2 2.5949 0.5564 1.5110  0.0097
H3 -0.5011 0.1531 1.9447  0.3194
C2 -1.4062 -2.0483 -1.0284  -0.3967
P2 0.8492 1.1035 -0.2499  -0.1201
C3 0.2791 0.7027 1.2445  -0.0802
H4 -0.0563 -3.5590 -0.1801  0.4475

two:
Below is a structure of composition C3H4P2, with properties calculated with wB97M-V/def2-TZVPD.

Calculated values
**Frontier orbital gap (spin up / spin down)**: 6.858 / 6.859 eV
**HOMO energy (spin up / spin down)**: -0.28782 / -0.28784 hartree

Last column: Mulliken charge in e.
Geometry (Å):
C1 1.5791 -0.3337 -0.0956  -0.8637
H1 0.0182 -0.1423 -1.3753  0.2573
H2 2.1873 -0.2337 0.8376  0.2500
C2 -0.7410 0.6461 0.3859  -0.3414
H3 -0.5934 0.6243 1.4879  0.3518
C3 0.3213 0.1007 -0.3728  0.0570
P1 -2.4619 1.0678 -0.0093  -0.0179
P2 -2.3830 -0.9501 0.0080  0.0294
H4 2.0734 -0.7791 -0.8662  0.2776

Quick one: least stable of them? one